(1)
{"formula": "C6H38O15", "method": "ωB97M-V with the def2-TZVPD basis set", "symbols": ["O", "H", "H", "H", "H", "C", "H", "H", "H", "H", "H", "H", "H", "O", "O", "H", "H", "O", "O", "O", "H", "H", "H", "C", "H", "O", "H", "O", "H", "H", "H", "O", "H", "H", "O", "C", "H", "H", "O", "C", "H", "H", "O", "O", "H", "C", "H", "C", "O", "H", "H", "H", "H", "H", "H", "H", "H", "H", "O"], "coordinates": [[-2.4211, 4.2155, -0.2841], [-0.0466, 0.2199, -4.2301], [1.6043, -0.7223, -0.2858], [3.3470, -2.9819, 2.5069], [-1.9148, 3.9596, -0.9912], [0.7467, 1.2929, 1.1076], [1.5556, 2.5037, 2.5578], [3.3140, 2.7586, -1.7905], [-1.1605, 0.1631, 0.9374], [0.2815, -1.0999, -4.6671], [2.8330, 1.7077, -0.6917], [3.7172, 0.6653, 2.5347], [-0.5894, -3.8133, -1.4628], [0.3593, 4.0103, -1.1069], [2.7273, -2.7882, -0.9428], [-0.2614, 0.3707, -1.7120], [-0.3288, -2.1598, 2.4045], [-2.2908, -2.2086, 3.0964], [-3.2454, -0.9648, -1.7425], [2.5382, 2.3591, -1.4118], [-3.6302, 2.9107, 0.2750], [-1.1119, -2.1201, 0.2978], [-3.9839, -0.1730, 1.3432], [0.6407, 1.9216, 2.2883], [-4.1605, -0.8188, -1.9201], [3.9749, -0.1043, -1.2451], [1.0236, 3.4576, -0.7051], [0.3494, 0.6829, -2.5180], [2.0075, -2.3993, 2.8705], [-2.9903, -1.7808, 3.6882], [4.1098, -0.0515, -0.2334], [0.4381, -2.6668, 2.8660], [1.2096, 0.7909, -2.2947], [3.8699, -1.0360, -1.4307], [-3.9815, -1.1790, 1.2720], [0.5183, -0.7681, -0.0491], [-2.8430, 1.4090, -0.7698], [0.4908, -2.7187, -2.2658], [-0.3514, -0.4265, -4.9061], [-0.3091, -1.9549, -0.4389], [-0.2492, 1.9780, 2.8372], [0.1181, -2.3806, 3.7906], [3.0929, 0.3438, 2.0250], [-3.5437, 2.1194, 0.8748], [-3.9341, -1.1378, 0.2277], [-0.1188, 0.1959, 0.6357], [0.0063, 3.3736, -1.8098], [-0.0478, -2.8637, -1.3563], [-1.9437, 1.0052, -0.9953], [2.8543, -0.4333, 2.5700], [1.6687, 1.4686, 0.5640], [2.6697, -3.0165, -0.0602], [-1.7924, 4.8409, 0.1696], [-2.5860, 2.1117, 1.1938], [2.3413, -3.4924, -1.4796], [-2.8749, -2.1656, 2.2655], [-2.7901, -1.3523, -2.5133], [-1.8883, 1.0856, -1.9372], [2.9817, -2.1431, 3.0483]], "forces_ev_per_angstrom": [[-0.95, 2.43, 3.12], [-0.64, 0.04, -0.26], [-1.08, 0.06, 0.02], [-0.47, 3.02, 1.97], [2.03, -1.17, -2.74], [-0.61, 0.11, 0.97], [-1.28, -0.26, 0.18], [0.61, 0.01, -0.09], [0.23, -0.32, -0.03], [0.14, -0.81, -0.32], [-0.10, 1.35, -2.04], [5.20, 3.05, 3.69], [-0.32, 0.53, 0.51], [-1.66, -0.82, -1.77], [0.90, 0.73, -3.16], [2.77, 1.00, -2.22], [1.84, -1.34, 0.50], [-2.87, 0.97, -0.14], [0.74, -0.84, 0.12], [-0.22, -1.42, 1.88], [0.65, -0.67, 1.23], [0.23, -0.24, -0.49], [0.02, -1.48, 0.65], [1.93, 0.80, -1.93], [-0.88, -0.09, -0.89], [0.48, 0.85, 2.47], [0.67, -0.29, 0.23], [-6.50, -1.20, 0.33], [0.82, 0.96, 0.66], [1.73, -0.82, -0.69], [-0.33, -0.40, -2.22], [-3.12, 2.13, 1.23], [4.14, 0.60, 1.72], [-0.19, -0.60, 0.10], [-0.18, 2.57, -3.64], [-1.25, -0.71, -0.47], [1.72, -0.98, -0.06], [1.15, 0.54, -0.04], [0.30, 0.58, 0.48], [0.75, 0.47, 1.67], [-0.96, -0.23, 1.08], [1.02, -1.06, -1.65], [-4.05, -2.72, -3.23], [0.93, 0.02, 0.15], [0.21, -0.98, 2.67], [1.88, 0.65, 0.44], [0.88, 1.24, 1.29], [-1.43, -1.26, -1.23], [-1.49, 1.87, 0.67], [-0.14, -0.35, -0.78], [-0.39, -0.43, 0.21], [-0.39, -0.92, 2.75], [-1.04, -0.96, -0.51], [-1.90, 0.47, -0.90], [0.08, 0.16, 0.47], [1.28, -0.02, 0.99], [-0.63, 0.18, 0.40], [-0.12, 0.05, -0.99], [-0.16, -4.06, -2.38]], "lumo_ev": 0.134, "total_charge": 0, "de_lowest_kcal_mol": 121.09, "max_force_ev_per_a": 7.068, "energy_ev": -37547.089}

---

(2)
{"formula": "C6H38O22", "method": "ωB97M-V with the def2-TZVPD basis set", "symbols": ["O", "H", "O", "O", "H", "H", "H", "O", "H", "H", "H", "H", "H", "H", "H", "H", "O", "O", "H", "O", "H", "H", "O", "H", "H", "H", "O", "O", "O", "H", "H", "H", "H", "H", "O", "O", "O", "H", "H", "H", "O", "C", "O", "H", "C", "H", "H", "O", "C", "H", "C", "H", "H", "O", "C", "O", "C", "H", "O", "H", "O", "H", "H", "O", "H", "H"], "coordinates": [[0.9880, 1.5609, 3.8389], [4.7340, 0.2885, 2.5364], [0.3096, 0.9695, -4.5974], [-1.5512, 0.5953, -2.3007], [3.0506, -3.0810, -1.5413], [2.2694, -0.5815, 4.0544], [2.0649, -0.3791, 5.5450], [2.0625, 4.3882, 0.8094], [1.9137, 0.7355, -3.3055], [-1.6850, -2.6628, -2.8997], [-4.8420, -1.1825, -3.0416], [-2.9035, 1.0081, -3.5402], [-3.8630, -1.2554, -1.8880], [-3.9686, -0.4189, 1.0329], [1.4084, 4.7772, 0.2230], [-2.9170, -2.9586, 0.2260], [-1.8275, -1.9823, -3.5646], [-4.0786, 0.3341, 1.6260], [-0.2042, 0.8910, -3.7730], [2.7100, 0.5533, -2.7833], [3.9555, 2.7150, -0.4007], [0.0615, 1.5931, 3.5793], [-3.1117, 2.7325, 0.3915], [-0.4177, -3.8226, 2.3804], [-1.3436, 4.1432, -2.2344], [-1.7097, 2.7318, -2.6764], [-3.5162, -3.5121, 0.7604], [3.8990, -2.4043, 2.6481], [-4.7596, -1.5190, -2.1443], [-3.3070, 0.3957, -4.8732], [0.3618, -2.0377, 3.2555], [2.4717, 0.8621, -1.8982], [3.4608, -1.7028, 2.1504], [0.5723, 1.9599, -1.6627], [2.2272, 1.5511, 0.1638], [3.0431, -3.0500, -0.5802], [1.7111, -0.6431, 1.8866], [-4.3493, -3.4741, 0.2810], [4.6083, 4.0461, -0.6917], [3.5613, 0.9964, 1.8675], [-0.4341, -4.5247, 1.7120], [-0.8153, 0.3883, -1.2899], [-2.0610, 3.6333, -2.6231], [2.7353, -2.1636, -0.3632], [0.3445, 1.1018, -1.0403], [1.4337, 1.1569, 3.0770], [-1.3536, -4.5573, 1.4245], [4.1092, 1.0086, 2.6670], [0.9362, -0.3767, 0.9124], [-0.5879, -1.8559, 1.3735], [-0.2335, -1.0857, 0.7141], [1.8911, 3.4328, 0.7563], [-3.2473, 3.6622, 0.1917], [-0.3320, -2.4811, 3.7745], [-1.1450, -0.7975, -0.3426], [4.7327, 3.1026, -0.8254], [1.2282, 0.8002, 0.0088], [-3.6886, 1.0773, 1.1409], [2.3968, -1.0200, 4.9106], [0.3980, 0.0589, -4.8995], [-2.1965, -1.4286, -0.5116], [-0.4077, -1.9596, 4.5766], [-2.6560, 2.3891, -0.3891], [-3.6451, 0.9569, -4.1689], [3.3200, -2.5248, 3.4077], [-1.8113, -1.1540, -3.0535]], "forces_ev_per_angstrom": [[-0.07, 0.04, -0.02], [-0.07, -0.10, 0.09], [0.09, -0.08, 0.22], [-0.17, 0.17, 0.08], [-0.06, 0.15, 0.01], [0.13, 0.01, 0.05], [0.00, 0.12, -0.11], [-0.10, 0.05, -0.02], [0.20, 0.00, -0.07], [-0.08, 0.02, 0.05], [0.07, 0.12, 0.00], [-0.30, -0.17, -0.02], [0.05, -0.07, 0.16], [0.07, -0.06, 0.09], [-0.01, -0.02, -0.01], [-0.05, 0.25, 0.19], [0.17, 0.06, -0.18], [0.03, -0.02, -0.14], [-0.25, -0.02, -0.13], [-0.08, -0.03, -0.04], [-0.03, -0.14, -0.05], [0.01, -0.06, -0.04], [0.26, -0.02, -0.11], [-0.10, -0.30, 0.02], [0.05, -0.03, -0.05], [-0.06, -0.17, -0.04], [0.05, -0.25, -0.09], [0.29, -0.05, 0.03], [-0.06, -0.05, 0.04], [0.06, -0.02, 0.02], [0.01, 0.11, 0.23], [0.36, 0.00, -0.22], [-0.25, -0.05, -0.04], [0.09, 0.00, -0.03], [-0.03, -0.93, 0.77], [0.11, -0.10, -0.10], [0.02, 0.63, -0.57], [0.02, 0.02, -0.03], [-0.06, 0.00, 0.08], [-0.12, 0.00, -0.03], [-0.07, -0.03, 0.01], [0.55, -0.48, -0.16], [0.07, 0.08, 0.20], [-0.06, -0.04, 0.04], [-0.95, 0.03, 0.09], [0.06, -0.05, 0.06], [-0.06, 0.09, 0.02], [0.11, 0.13, -0.05], [-0.01, -0.96, 1.54], [0.34, -0.18, 0.22], [-0.90, 0.48, -1.26], [0.21, -0.03, -0.05], [-0.08, -0.02, -0.06], [0.19, 0.06, -0.28], [0.58, 0.25, 0.63], [0.05, 0.11, -0.01], [0.42, 1.40, -0.53], [-0.21, -0.02, 0.21], [-0.13, -0.11, 0.00], [-0.08, -0.02, 0.02], [-0.27, 0.13, -0.61], [0.10, 0.02, 0.00], [-0.06, 0.09, -0.05], [0.07, 0.01, -0.05], [0.03, 0.07, 0.07], [-0.07, -0.01, 0.01]], "lumo_ev": 3.884, "total_charge": -2, "de_lowest_kcal_mol": 0.00, "max_force_ev_per_a": 1.811, "energy_ev": -51888.967}

---

(3)
{"formula": "C6H39N2O11", "method": "ωB97M-V with the def2-TZVPD basis set", "symbols": ["H", "N", "O", "H", "O", "H", "H", "H", "O", "H", "H", "H", "H", "H", "H", "H", "H", "N", "H", "O", "O", "O", "H", "H", "H", "C", "H", "O", "H", "H", "H", "H", "C", "C", "H", "H", "H", "H", "H", "H", "H", "C", "H", "H", "O", "H", "H", "O", "O", "O", "H", "C", "H", "H", "H", "H", "C", "H"], "coordinates": [[0.4944, -3.1785, 3.5403], [0.1408, -0.3679, -0.5818], [1.5095, 1.9946, 3.2229], [-1.1663, -1.5937, -2.6458], [1.4306, 4.0263, -1.9512], [-0.6955, -0.2105, 4.8996], [3.4113, -0.2174, -0.8307], [-2.5224, 2.6392, -2.1148], [2.6275, -0.0760, 1.7756], [2.6050, -1.9707, 0.5296], [-1.0735, 1.6886, -2.7548], [-2.1432, 0.7238, -0.6139], [2.5025, 0.9875, -2.7347], [-0.0998, 0.6694, 3.8762], [-2.9575, 2.4774, 0.7452], [-3.4507, -1.2092, -0.5183], [0.6544, 1.7219, -0.7551], [-0.1284, -2.9020, -1.2873], [1.6789, 1.2937, 2.5807], [-0.5299, -0.1934, 3.9494], [2.0101, 1.2383, -3.5265], [0.5975, -2.9018, 2.6302], [3.5305, 0.2556, 1.6698], [4.1920, 0.8570, -1.5051], [-0.5887, -2.4732, -0.4809], [-1.4912, 1.6029, -0.6423], [0.8598, -3.0235, -0.9526], [-2.6059, -0.9650, 1.9252], [0.3203, -2.3911, -3.2388], [-0.6426, -3.7448, -1.5152], [0.2412, 0.2404, -2.5515], [0.0550, 1.0877, 0.8193], [-0.1545, -1.9049, -2.3917], [-1.4803, 2.3468, -2.0019], [-0.2706, -2.8884, 2.1547], [-2.1854, -0.2204, 1.4824], [1.6245, -0.7556, -2.1815], [-2.3200, -1.9507, 1.7613], [1.5652, 2.8249, 2.7485], [-1.6856, 3.5949, 0.1943], [-2.4316, -3.5131, 1.8721], [-1.8944, 2.5745, 0.5026], [-2.3507, -0.8316, 2.8487], [-4.6135, -1.9230, -1.1771], [-1.8565, -2.7905, 1.6034], [1.2358, 4.8442, -1.5039], [0.9310, -0.5629, 0.0156], [-3.6672, -1.7767, -1.2682], [3.3849, 0.7348, -0.9838], [1.8394, -2.5452, 0.4877], [-1.4305, 2.3522, 1.4648], [0.5603, -0.6213, -1.9864], [2.2326, 2.0962, -3.8892], [0.8469, 3.7965, -2.6729], [-0.8516, 3.2044, -1.7844], [1.5163, -2.6415, 1.4268], [-0.0758, 1.0672, -0.2613], [2.7654, -0.5963, 2.5764]], "forces_ev_per_angstrom": [[-0.20, -0.03, -0.02], [0.86, 1.09, -0.22], [-0.47, -0.14, 0.43], [-0.27, -0.73, 0.20], [1.10, -0.99, 0.30], [-0.13, -0.33, 0.04], [-0.21, -0.01, 0.15], [0.13, 0.22, -0.88], [0.84, -0.33, 0.17], [0.08, 0.03, 0.16], [-0.19, 0.26, -0.58], [-0.21, 0.10, -0.36], [0.16, 0.91, -0.02], [0.25, 0.26, -0.44], [-0.11, 0.35, -0.39], [-0.02, -0.13, -0.09], [0.23, -0.10, 0.31], [0.12, 0.77, 0.14], [0.29, 0.08, -0.23], [-0.25, 0.24, 0.38], [-0.67, -0.53, -0.63], [0.27, 0.08, -0.21], [-0.15, 0.50, -0.45], [0.02, 0.35, 0.14], [-0.24, 0.12, 0.32], [1.35, -0.08, 1.37], [-0.67, -0.38, 0.04], [-3.50, 9.76, 2.18], [-0.09, 0.12, -0.25], [0.25, -0.26, -0.07], [-0.03, -0.32, -0.58], [0.04, 0.34, 0.03], [-0.08, 0.49, -0.96], [-0.65, -0.81, 2.15], [-0.43, -0.11, 0.72], [0.13, 0.13, -0.37], [0.13, 0.17, 0.51], [0.37, -1.97, -1.02], [-0.01, 0.14, -0.11], [0.00, 0.19, 0.30], [0.26, -0.35, -0.23], [-0.91, -0.52, -0.29], [0.12, 0.36, 0.40], [-0.07, -0.08, -0.10], [3.12, -7.74, -1.28], [-0.56, 0.42, -0.38], [0.00, -0.71, 0.13], [0.17, 0.15, 0.15], [0.47, -0.35, -0.30], [0.39, -0.21, -0.32], [0.43, 0.10, -0.16], [-0.61, -0.64, 1.12], [0.58, 0.07, 0.45], [-0.39, 0.63, 0.05], [-0.03, 0.16, -0.56], [0.17, -0.17, -0.27], [-0.65, -0.26, -0.83], [-0.58, -0.30, 0.25]], "lumo_ev": -2.430, "total_charge": 1, "de_lowest_kcal_mol": 111.19, "max_force_ev_per_a": 10.597, "energy_ev": -32350.424}